[1]
2 unconnected molecules or ions with the total composition C3H10O3. Source: OMol25; level of theory: ωB97M-V/def2-TZVPD.

## Properties
Gap between HOMO and LUMO   10.5 eV
DFT total energy   -345.99849 Eh
Energy relative to the best compared isomer or geometry (same formula, charge and spin)   10.0 kcal per mole
SMILES string   OCCCO.O
HOMO energy   -9.90 eV
Multiplicity   1

CARTESIAN COORDINATES (ANGSTROEM)
O: -0.02075 2.78479 0.75206
O: -0.13869 -0.50740 -2.66041
O: 0.10552 -1.67030 2.07879
C: 0.00142 -0.61430 1.12732
C: -0.03444 -1.13783 -0.30215
C: -0.03173 -0.01915 -1.32726
H: 0.83200 -1.78768 -0.44319
H: -0.50394 3.60269 0.60351
H: 0.88076 0.00981 1.26593
H: 0.77380 3.03632 1.23263
H: -0.69827 -2.19715 2.02191
H: -0.88769 0.63157 -1.17120
H: 0.86016 0.60628 -1.21178
H: -0.93063 -1.74954 -0.44479
H: 0.67568 -0.98526 -2.86538
H: -0.88322 -0.00285 1.34401



[2]
A molecular structure, C3H10O3S. Source: OMol25; level of theory: ωB97M-V/def2-TZVPD.

## Properties
Gap between HOMO and LUMO   5.7 eV
DFT total energy   -744.12537 Eh
Energy relative to the best compared isomer or geometry (same formula, charge and spin)   37.9 kcal per mole
Total charge   -2
HOMO energy   0.32 eV
Multiplicity   1

CARTESIAN COORDINATES (ANGSTROEM)
S: -1.42091 2.55816 1.98685
O: 1.48770 2.43913 -1.68335
O: 0.10852 -3.54403 -1.09775
O: -0.91394 -1.53152 -0.19626
C: 0.18453 -0.69749 -0.06662
C: 0.10772 0.63972 0.77774
C: -1.20551 0.69885 1.52435
H: -0.15685 1.33912 -0.04845
H: 0.53808 -0.38744 -1.08869
H: -1.31350 -0.02575 2.35301
H: 1.16225 1.55534 -1.82183
H: 0.83424 -3.40626 -1.69444
H: 0.99131 -1.33499 0.42352
H: 0.99711 0.97402 1.28796
H: -0.45983 -2.54874 -0.53970
H: -1.98974 0.40796 0.83615
H: 1.04883 2.86392 -0.95249



[3]
3 unconnected molecules or ions with the total composition C3H10O4. Source: OMol25; level of theory: ωB97M-V/def2-TZVPD.

## Properties
Gap between HOMO and LUMO (alpha / beta)   10.3 / 4.0 eV
DFT total energy   -420.86604 Eh
Energy relative to the best compared isomer or geometry (same formula, charge and spin)   25.6 kcal per mole
Total charge   +1
HOMO energy (alpha / beta)   -15.13 / -14.62 eV
Multiplicity   2

CARTESIAN COORDINATES (ANGSTROEM)
O: 1.82552 1.75112 -0.09847
O: 3.06305 -0.91841 1.01716
O: 0.14714 -0.82765 -1.18394
O: 0.00745 -1.66375 0.81633
C: -0.60442 -1.06994 -0.00922
C: -2.00079 -0.50800 -0.09005
C: -1.93251 1.00241 -0.04342
H: -0.88556 1.33011 -0.29249
H: 0.55231 -1.66980 -1.48764
H: -2.40988 -0.91966 -1.02730
H: -2.54496 1.43087 -0.83839
H: 2.28090 -1.39366 0.74958
H: 1.88590 1.03620 -0.72047
H: -2.50410 -0.94027 0.79647
H: 3.03531 -0.62582 1.92491
H: 2.34507 2.51522 -0.39728
H: -2.26043 1.47101 0.88422



[4]
2 unconnected molecules or ions with the total composition C3H10OS. Source: OMol25; level of theory: ωB97M-V/def2-TZVPD.

## Properties
Gap between HOMO and LUMO   9.7 eV
DFT total energy   -593.69438 Eh
Energy relative to the best compared isomer or geometry (same formula, charge and spin)   14.3 kcal per mole
SMILES string   CCCS.O
HOMO energy   -9.06 eV
Multiplicity   1

CARTESIAN COORDINATES (ANGSTROEM)
S: -0.43684 -0.96156 -2.07098
O: 4.49548 2.07017 2.13097
C: -1.67730 -0.71590 0.41592
C: -0.97154 0.09708 -0.73220
C: -1.97192 0.03903 1.68310
H: 4.54505 1.30761 1.55919
H: -2.98098 0.47749 1.64462
H: -1.23430 -1.69396 0.67151
H: -2.61097 -1.03421 -0.10447
H: -0.29816 0.82094 -0.24715
H: 4.84212 1.75287 2.97666
H: 0.85854 -0.85321 -1.78203
H: -1.62910 0.86016 -1.16916
H: -1.88003 -0.52310 2.61380
H: -1.29270 0.90643 1.72551



Question: Which value of energy relative to the best compared isomer or geometry (same formula, charge and spin) does entry 4 give?
Answer: 14.3 kcal per mole



Question: Among the records above, which one has the lowest DFT total energy?
Answer: C3H10O3S



What did the second record say?
A molecular structure, C3H10O3S. Source: OMol25; level of theory: ωB97M-V/def2-TZVPD.

## Properties
Gap between HOMO and LUMO   5.7 eV
DFT total energy   -744.12537 Eh
Energy relative to the best compared isomer or geometry (same formula, charge and spin)   37.9 kcal per mole
Total charge   -2
HOMO energy   0.32 eV
Multiplicity   1

CARTESIAN COORDINATES (ANGSTROEM)
S: -1.42091 2.55816 1.98685
O: 1.48770 2.43913 -1.68335
O: 0.10852 -3.54403 -1.09775
O: -0.91394 -1.53152 -0.19626
C: 0.18453 -0.69749 -0.06662
C: 0.10772 0.63972 0.77774
C: -1.20551 0.69885 1.52435
H: -0.15685 1.33912 -0.04845
H: 0.53808 -0.38744 -1.08869
H: -1.31350 -0.02575 2.35301
H: 1.16225 1.55534 -1.82183
H: 0.83424 -3.40626 -1.69444
H: 0.99131 -1.33499 0.42352
H: 0.99711 0.97402 1.28796
H: -0.45983 -2.54874 -0.53970
H: -1.98974 0.40796 0.83615
H: 1.04883 2.86392 -0.95249